{
  "formula": "C33H29F2HfNO7S2Si",
  "method": "wB97M-V/def2-TZVPD",
  "e_tot_ev": -86810.7476,
  "gap_ev": 8.454,
  "lumo_ev": -0.6,
  "homo_energy_ev": -9.02,
  "species": ["Hf", "O", "S", "O", "O", "C", "C", "C", "C", "C", "C", "S", "O", "O", "O", "H", "H", "H", "H", "F", "C", "C", "C", "C", "C", "F", "C", "C", "C", "C", "C", "C", "N", "H", "H", "H", "H", "H", "H", "C", "C", "C", "C", "Si", "O", "C", "C", "C", "C", "C", "C", "C", "C", "C", "C", "C", "C", "H", "H", "H", "H", "H", "H", "H", "H", "H", "H", "H", "H", "H", "H", "H", "H", "H", "H", "H"],
  "positions_angstrom": [[-1.710375, -0.502935, 0.314953], [-2.488900, -0.471176, 3.826979], [-1.181536, -0.164478, 3.327402], [-0.255801, 0.506569, 4.182299], [-1.297917, 0.624235, 2.008930], [-0.415265, -1.780138, 2.907319], [0.857861, -1.905357, 3.443423], [1.528183, -3.122024, 3.428123], [0.921087, -4.242559, 2.902619], [-0.336857, -4.137257, 2.326795], [-1.003965, -2.921532, 2.306271], [-2.379250, -2.954189, 1.156445], [-1.710741, -2.654194, -0.152424], [-3.099603, -4.166901, 1.256679], [-3.136270, -1.673128, 1.370656], [1.313151, -1.037289, 3.897754], [2.521361, -3.186196, 3.852557], [1.426078, -5.199104, 2.915221], [-0.798049, -5.000755, 1.866774], [-1.740759, -1.120134, -5.220554], [-2.240858, -0.434231, -4.177175], [-1.820230, -0.749597, -2.898258], [-2.330047, -0.043999, -1.815244], [-3.285098, 0.963216, -2.037986], [-3.670918, 1.234291, -3.345398], [-4.595293, 2.185149, -3.612570], [-3.163023, 0.557212, -4.434591], [-3.857535, 1.625415, -0.845053], [-4.700776, 2.734368, -0.854150], [-5.216904, 3.206091, 0.338445], [-4.897305, 2.571473, 1.528161], [-4.023901, 1.507141, 1.476301], [-3.506693, 1.053600, 0.327646], [-1.099977, -1.547911, -2.783230], [-3.489820, 0.790893, -5.436886], [-4.952351, 3.213407, -1.784328], [-5.875102, 4.065332, 0.335736], [-5.295987, 2.895368, 2.478037], [-3.718387, 0.985500, 2.374335], [2.840659, -2.580537, -0.347823], [2.543212, -1.422123, -1.315034], [1.548984, -1.942221, -2.361862], [3.821104, -1.014127, -2.055161], [1.689458, -0.065488, -0.323120], [0.248375, -0.696005, 0.179997], [1.221149, 1.482664, -1.288152], [-0.014414, 2.092222, -1.076787], [-0.410085, 3.251866, -1.724097], [0.457860, 3.850861, -2.624919], [1.708438, 3.290470, -2.842815], [2.083576, 2.130915, -2.178847], [2.690271, 0.515735, 1.146098], [2.035841, 1.291754, 2.108008], [2.697501, 1.769903, 3.229322], [4.047483, 1.499916, 3.402068], [4.724780, 0.746598, 2.454219], [4.049399, 0.256020, 1.344105], [3.204322, -3.445553, -0.913512], [1.939432, -2.892065, 0.187372], [3.597135, -2.330117, 0.396136], [2.004621, -2.769653, -2.916680], [1.272543, -1.171232, -3.086030], [0.637774, -2.322341, -1.896996], [4.226662, -1.888652, -2.575883], [4.606806, -0.634107, -1.400843], [3.625096, -0.258369, -2.816566], [-0.714530, 1.685348, -0.345425], [-1.383469, 3.682481, -1.523854], [0.165515, 4.754102, -3.144989], [2.397847, 3.760907, -3.532426], [3.075337, 1.735394, -2.359449], [0.981420, 1.517793, 1.999168], [2.153657, 2.343664, 3.968356], [4.570206, 1.874700, 4.273175], [5.779180, 0.534214, 2.579682], [4.604657, -0.339085, 0.631534]],
  "forces_ev_per_a": [[0.538, 0.630, -1.738], [-0.025, 0.064, 0.104], [-0.172, -0.018, -0.139], [0.051, 0.015, 0.039], [-0.169, -0.431, 0.832], [-0.234, 0.117, 0.110], [0.028, -0.153, -0.035], [0.059, 0.103, 0.049], [-0.039, -0.120, -0.043], [0.123, 0.042, 0.039], [0.007, 0.060, -0.037], [0.013, -0.013, 0.382], [0.007, -0.276, 0.340], [-0.063, -0.076, -0.051], [-0.081, -0.410, 0.565], [-0.013, -0.004, 0.010], [-0.002, 0.013, -0.004], [-0.008, -0.001, -0.006], [-0.028, 0.007, -0.008], [-0.005, 0.015, 0.024], [0.035, -0.046, -0.078], [-0.034, 0.076, -0.080], [-0.012, -0.019, 0.027], [-0.036, 0.066, -0.016], [-0.032, 0.063, -0.019], [0.021, -0.020, -0.012], [0.015, -0.001, 0.065], [0.002, -0.032, 0.018], [-0.008, -0.040, -0.054], [-0.014, 0.007, 0.065], [-0.034, 0.024, -0.039], [0.044, -0.117, 0.019], [0.239, 0.133, -0.027], [-0.018, 0.008, 0.033], [0.006, -0.006, -0.009], [-0.007, 0.002, 0.007], [0.002, 0.001, -0.006], [-0.005, 0.007, -0.003], [0.002, 0.017, 0.002], [0.003, -0.054, -0.002], [0.005, -0.119, -0.091], [-0.027, -0.020, -0.062], [0.064, -0.025, -0.009], [-0.248, -0.019, 0.070], [-0.105, 0.334, -0.381], [0.047, 0.153, -0.153], [-0.135, -0.040, 0.136], [0.115, -0.008, -0.072], [-0.040, 0.008, 0.008], [0.007, 0.000, -0.005], [0.003, -0.028, -0.005], [0.071, -0.040, 0.140], [-0.030, 0.015, 0.018], [0.018, -0.011, -0.017], [0.005, 0.007, 0.019], [-0.030, -0.024, -0.023], [0.005, 0.013, 0.038], [0.003, 0.009, -0.005], [-0.014, 0.017, -0.011], [0.020, 0.040, 0.011], [-0.001, 0.013, -0.012], [0.003, 0.023, 0.016], [0.038, -0.008, 0.056], [0.016, 0.000, 0.019], [-0.037, 0.012, 0.010], [-0.028, -0.008, -0.010], [0.104, 0.101, 0.014], [-0.005, 0.001, 0.001], [0.008, 0.000, -0.001], [0.002, -0.001, -0.001], [-0.001, -0.015, 0.011], [0.027, -0.003, -0.028], [-0.007, -0.002, -0.002], [0.001, 0.000, -0.001], [0.003, 0.000, 0.007], [-0.014, -0.008, -0.011]],
  "mulliken_charge": [0.680, -0.646, 1.362, -0.738, -1.013, -0.165, -0.297, -0.626, -0.736, -0.918, 1.075, 1.330, -0.767, -0.689, -0.746, 0.511, 0.443, 0.412, 0.478, -0.350, 0.203, -0.879, 0.467, 0.112, 0.925, -0.364, -1.009, 0.495, -1.047, -0.386, -0.972, -0.122, -0.130, 0.629, 0.523, 0.542, 0.439, 0.458, 0.396, -1.534, 2.181, -1.697, -1.871, -0.736, 1.970, 0.919, -0.321, -0.911, -0.700, -0.942, -0.567, 1.344, -0.426, -0.563, -0.622, -0.851, -0.475, 0.521, 0.040, 0.305, 0.608, 0.412, -0.102, 0.497, 0.230, 0.369, 0.896, 0.476, 0.399, 0.428, 0.265, 0.261, 0.440, 0.390, 0.433, 0.055]
}